A cluster of 13 separate species, C41H111N5O17 in total in a non-equilibrium geometry. Source: OMol25; level of theory: ωB97M-V with the def2-TZVPD basis set.

Calculated values
Net charge: 0
DFT total energy, eV: -86566.1297

```
174
Properties=species:S:1:pos:R:3:forces:R:3
C -3.841 2.462 0.068 0.65 -0.03 -0.74
O -5.038 2.480 0.794 -0.10 -0.68 0.38
C -6.000 3.360 0.304 -0.78 0.77 -0.26
C -7.299 3.260 1.093 0.68 -0.04 -0.17
N -8.051 2.068 0.724 -0.27 -0.37 0.52
C -9.355 1.985 1.388 -0.40 0.19 0.30
C -9.259 1.418 2.809 0.21 -0.29 -0.17
O -8.518 0.204 2.803 0.07 0.04 0.04
C -9.237 -0.929 2.327 0.23 0.28 -0.03
H -3.247 1.593 0.354 -0.13 0.01 0.25
H -3.242 3.368 0.224 -0.12 0.02 0.03
H -4.036 2.363 -1.010 -0.09 0.09 0.09
H -6.249 3.156 -0.748 0.24 -0.13 0.04
H -5.634 4.397 0.361 0.09 -0.07 0.03
H -7.864 4.146 0.792 -0.21 -0.09 0.23
H -7.039 3.333 2.166 -0.24 0.05 -0.13
H -7.566 1.236 1.073 0.20 0.30 -0.32
H -10.051 1.357 0.825 0.22 0.04 -0.25
H -9.813 2.978 1.436 0.04 -0.05 -0.05
H -10.243 1.223 3.254 -0.04 0.29 -0.07
H -8.697 2.109 3.440 -0.06 -0.08 0.13
H -8.485 -1.664 2.056 -0.10 -0.20 -0.01
H -9.813 -0.690 1.429 -0.03 -0.08 0.04
H -9.900 -1.327 3.101 -0.02 0.04 -0.02
C 5.385 5.660 -0.418 0.59 0.18 -0.42
O 4.592 5.357 0.683 -0.09 -0.27 0.30
C 3.791 6.445 1.030 -0.10 1.18 0.74
C 2.828 6.011 2.101 -0.54 -0.86 -0.27
N 1.893 5.017 1.573 -0.21 0.42 -0.52
C 0.598 4.964 2.239 0.71 -0.11 1.26
C -0.161 3.761 1.808 -1.83 -0.60 -0.15
O 0.422 2.531 2.171 1.11 0.15 -0.24
C -0.397 1.461 1.783 -0.60 -0.37 0.06
H 4.756 5.812 -1.300 0.14 0.00 -0.16
H 6.091 4.850 -0.582 -0.16 -0.17 -0.09
H 5.991 6.560 -0.246 -0.14 0.07 -0.02
H 3.282 6.887 0.162 -0.18 -0.38 -0.05
H 4.389 7.278 1.451 0.21 -0.27 -0.14
H 2.232 6.842 2.477 0.26 0.21 0.05
H 3.406 5.550 2.914 0.01 0.43 0.19
H 2.348 4.115 1.597 -0.24 -0.21 -0.01
H -0.036 5.834 2.037 0.30 0.07 -0.35
H 0.733 4.974 3.342 -0.15 -0.20 -0.21
H -0.365 3.840 0.730 0.39 -0.32 -0.07
H -1.178 3.710 2.241 0.14 0.67 0.13
H 0.124 0.514 1.917 0.24 0.11 0.04
H -0.714 1.533 0.735 0.11 0.05 0.01
H -1.306 1.413 2.404 0.04 0.08 -0.14
C 5.106 -2.033 -2.784 -0.67 -0.04 -0.46
O 6.014 -1.338 -1.970 -0.44 -0.18 0.37
C 6.397 -0.098 -2.502 0.64 0.37 0.03
C 7.282 0.578 -1.449 0.34 -0.83 -0.53
N 6.644 0.620 -0.134 -0.59 0.49 -0.55
C 5.877 1.870 0.040 1.03 0.06 -0.84
C 5.269 1.935 1.390 0.35 0.94 0.45
O 4.204 1.055 1.393 -0.98 -1.00 0.14
C 3.643 0.910 2.666 -0.70 0.23 0.41
H 5.620 -2.649 -3.531 0.00 -0.01 0.10
H 4.419 -1.360 -3.326 0.27 0.08 0.09
H 4.454 -2.655 -2.167 0.35 -0.15 0.11
H 5.513 0.515 -2.729 0.00 -0.09 -0.20
H 7.006 -0.293 -3.395 -0.25 0.40 -0.22
H 7.613 1.553 -1.812 -0.22 0.15 0.18
H 8.188 -0.042 -1.432 -0.05 0.10 0.40
H 5.938 -0.118 -0.200 0.33 -0.06 0.55
H 5.110 1.995 -0.743 -0.04 -0.04 0.30
H 6.549 2.723 -0.105 0.15 -0.17 0.19
H 4.955 2.967 1.617 -0.20 -0.07 -0.08
H 5.978 1.654 2.177 0.28 -0.07 -0.14
H 3.130 1.838 2.961 0.25 -0.02 0.18
H 4.388 0.616 3.412 0.04 0.19 0.01
H 2.863 0.145 2.670 0.14 -0.09 -0.33
C 2.335 2.258 -1.228 0.17 -0.10 -0.26
O 1.836 0.986 -1.613 -0.72 0.42 0.22
C 2.419 -0.079 -0.902 0.94 -0.64 -0.21
C 1.764 -1.392 -1.292 -0.11 0.19 -0.09
N 0.362 -1.599 -0.881 0.45 0.20 -0.33
C -0.623 -0.786 -1.615 0.62 0.58 0.49
C -1.980 -1.129 -1.113 -1.15 -0.36 0.45
O -2.111 -0.783 0.271 0.79 -0.21 -0.71
C -3.216 -1.400 0.871 -0.53 0.61 0.89
H 3.345 2.392 -1.636 -0.03 0.06 0.21
H 2.341 2.340 -0.147 0.10 0.13 0.23
H 1.699 3.030 -1.654 -0.15 -0.07 -0.02
H 2.433 0.030 0.190 -0.43 0.45 -0.10
H 3.491 -0.102 -1.182 -0.12 -0.28 0.13
H 2.370 -2.191 -0.852 -0.08 0.07 0.00
H 1.831 -1.506 -2.381 -0.09 -0.01 0.07
H 0.261 -1.323 0.095 0.03 -0.35 -0.06
H -0.549 -0.949 -2.691 0.04 -0.20 0.01
H -0.428 0.276 -1.431 -0.14 0.09 -0.20
H -2.141 -2.212 -1.206 -0.03 0.06 -0.12
H -2.781 -0.605 -1.664 0.22 -0.11 -0.11
H -4.152 -1.063 0.406 0.01 -0.30 -0.21
H -3.253 -1.004 1.887 -0.02 -0.07 0.02
H -3.169 -2.493 0.939 0.15 0.04 -0.42
C 5.234 -6.889 2.630 0.36 0.88 0.73
C 4.541 -5.660 2.034 -0.15 -0.53 -0.81
C 3.201 -5.506 2.729 -0.60 0.95 1.36
C 2.537 -4.137 2.516 0.77 -0.89 -0.58
C 3.507 -3.040 2.943 -0.72 0.32 -0.35
C 4.904 -3.113 2.285 -1.78 0.43 -0.62
N 5.352 -4.480 2.285 0.56 -0.27 1.43
O 6.646 -4.580 1.729 0.02 -0.18 -0.32
C 4.749 -2.486 0.882 0.48 0.44 -0.36
C 5.829 -2.237 3.084 1.66 -0.05 0.57
C 4.301 -5.918 0.541 -0.17 0.36 -0.53
H 6.218 -7.018 2.182 -0.21 -0.49 -0.34
H 4.571 -7.748 2.575 0.24 -0.25 -0.28
H 5.439 -6.693 3.690 -0.21 -0.04 -0.05
H 2.499 -6.306 2.490 0.26 -0.13 -0.23
H 3.354 -5.541 3.821 0.19 -0.34 -0.19
H 1.600 -4.102 3.069 -0.03 0.16 0.00
H 2.307 -4.068 1.443 -0.13 0.36 0.17
H 3.581 -2.953 4.032 0.05 -0.32 -0.02
H 3.043 -2.112 2.588 0.28 0.15 0.31
H 4.346 -1.469 0.955 0.18 -0.03 0.21
H 5.727 -2.391 0.399 -0.17 -0.20 -0.07
H 4.064 -3.003 0.207 0.14 -0.31 0.19
H 5.453 -1.232 3.243 -0.22 0.04 -0.18
H 6.093 -2.651 4.067 -0.56 -0.15 -0.02
H 6.815 -2.155 2.614 -0.26 0.18 -0.31
H 3.849 -5.038 0.076 -0.10 -0.13 0.02
H 3.617 -6.756 0.387 0.08 -0.05 0.06
H 5.214 -6.106 -0.027 0.12 -0.07 0.25
H 7.208 -4.817 2.478 -0.05 0.08 -0.09
C -5.198 0.574 3.931 -0.58 0.75 0.37
O -4.275 0.994 2.962 0.36 0.19 -0.74
H -5.517 1.439 4.536 -0.08 -0.19 0.03
H -6.101 0.128 3.507 0.06 -0.14 -0.03
H -4.724 -0.122 4.620 0.14 -0.14 -0.17
H -4.697 1.576 2.287 0.13 -0.52 0.69
C -3.271 0.482 -5.857 0.03 -0.78 0.07
O -4.675 0.271 -5.683 0.28 0.63 -0.12
H -2.743 0.312 -4.914 0.03 0.14 0.00
H -2.852 -0.215 -6.592 -0.05 0.11 0.02
H -3.068 1.488 -6.212 -0.28 0.15 0.07
H -4.867 -0.654 -5.821 0.01 -0.18 0.00
C -6.375 -3.380 1.063 0.20 -0.04 -0.96
O -7.507 -3.302 0.220 -0.36 0.33 -0.14
H -5.626 -4.017 0.573 0.14 -0.07 0.37
H -5.908 -2.403 1.221 -0.13 0.02 0.24
H -6.693 -3.826 1.999 0.08 0.01 0.16
H -7.303 -2.750 -0.558 0.11 -0.12 0.24
C -1.385 4.179 -2.374 0.20 -0.16 -0.16
O -1.410 4.900 -1.151 0.43 -0.06 -0.01
H -1.958 3.258 -2.281 -0.32 0.14 0.07
H -1.780 4.815 -3.167 -0.05 -0.24 -0.23
H -0.371 3.850 -2.629 -0.03 0.18 -0.06
H -0.557 5.348 -1.122 -0.22 0.15 0.35
C -4.696 -3.802 -3.379 -0.65 -0.48 -0.43
O -5.548 -2.872 -4.069 -0.05 0.00 0.48
H -5.135 -3.998 -2.402 0.08 0.53 0.13
H -4.749 -4.785 -3.861 0.40 0.20 -0.22
H -3.684 -3.416 -3.306 0.16 -0.15 0.10
H -5.302 -2.790 -4.990 0.19 -0.23 -0.09
C 1.880 -4.459 -3.004 0.00 0.44 0.94
O 0.656 -3.745 -3.043 -0.16 0.07 0.01
H 2.331 -4.403 -2.000 -0.07 -0.08 -0.12
H 1.681 -5.511 -3.191 0.19 -0.04 -0.38
H 2.609 -4.008 -3.681 -0.06 -0.31 -0.29
H 0.559 -3.221 -2.233 -0.11 -0.15 -0.03
C -6.412 -0.112 -1.697 -0.50 -0.25 -0.61
O -6.656 -1.508 -1.967 0.68 0.49 -0.02
H -5.374 0.181 -1.882 -0.01 -0.15 0.01
H -7.070 0.493 -2.337 0.23 0.00 0.14
H -6.668 0.129 -0.668 0.03 -0.29 0.04
H -6.190 -1.759 -2.799 -0.53 0.16 0.58
C 2.863 2.079 -4.756 -0.66 -0.34 -0.01
O 2.425 0.799 -4.322 -0.01 0.09 0.94
H 2.054 2.814 -4.644 0.25 0.11 0.14
H 3.762 2.403 -4.226 0.03 0.14 -0.06
H 3.059 2.012 -5.826 0.21 -0.04 0.05
H 2.194 0.850 -3.352 0.18 -0.02 -1.13
```
Positions in Å, forces in eV/Å.